Entry 1:
Entry from the OMol25 dataset: a molecular structure, C35H42NO7S3Si2Tc (ωB97M-V with the def2-TZVPD basis set).

Structure (XYZ):
```
91
C35H42NO7S3Si2Tc | the OMol25 dataset | ωB97M-V with the def2-TZVPD basis set
Tc -0.268 0.362 0.203
O -3.989 2.119 1.168
C -3.022 1.496 1.535
O -2.695 0.287 1.030
C -2.131 1.947 2.675
C -1.247 0.855 3.282
C -0.741 1.306 4.657
C 0.342 2.341 4.263
C 0.218 2.334 2.740
O -0.060 0.943 2.485
C -1.080 3.031 2.290
C -0.987 3.417 0.800
O -0.805 4.597 0.531
O -1.071 2.455 -0.029
H -2.829 2.350 3.414
H -1.636 -0.160 3.223
H -0.309 0.465 5.197
H -1.540 1.730 5.263
H 1.335 2.004 4.558
H 0.171 3.332 4.680
H 1.108 2.630 2.184
H -1.237 3.950 2.855
C -4.219 0.029 -1.430
Si -3.846 -0.698 0.244
C -5.370 -0.685 1.334
C -3.219 -2.466 0.099
C -4.290 -3.337 -0.172
C -4.111 -4.694 -0.361
C -2.829 -5.216 -0.261
C -1.766 -4.370 0.000
C -1.908 -2.986 0.174
Si -0.236 -2.036 0.518
C 0.943 -2.926 -0.701
C 0.186 -2.747 2.254
H -4.913 -0.612 -1.975
H -3.301 0.116 -2.007
H -4.656 1.022 -1.317
H -6.221 -1.119 0.812
H -5.638 0.335 1.608
H -5.204 -1.269 2.239
H -5.300 -2.950 -0.242
H -4.959 -5.334 -0.572
H -2.659 -6.279 -0.389
H -0.775 -4.799 0.066
H 1.268 -3.909 -0.354
H 1.831 -2.313 -0.861
H 0.459 -3.051 -1.671
H 0.618 -3.748 2.209
H -0.716 -2.807 2.868
H 0.896 -2.100 2.766
O 1.742 0.723 -0.529
C 3.078 0.801 -0.257
C 3.447 2.231 0.119
C 4.552 2.761 0.721
C 4.457 4.169 0.883
C 3.280 4.661 0.398
S 2.279 3.431 -0.239
C 3.820 0.422 -1.528
C 5.149 0.368 -1.827
C 5.391 -0.043 -3.163
C 4.231 -0.293 -3.839
S 2.849 -0.036 -2.862
C 3.497 -0.146 0.860
C 3.963 -1.425 0.757
C 4.124 -2.065 2.014
C 3.786 -1.249 3.052
S 3.271 0.287 2.508
H 5.386 2.165 1.061
H 5.215 4.777 1.355
H 2.930 5.678 0.425
H 5.923 0.616 -1.116
H 6.374 -0.148 -3.596
H 4.126 -0.621 -4.858
H 4.165 -1.897 -0.192
H 4.467 -3.080 2.135
H 3.803 -1.475 4.103
C -1.422 -1.370 -4.217
N -1.090 0.040 -4.155
C -0.834 0.712 -5.410
C -0.792 0.603 -2.957
C -0.315 2.026 -2.932
O -0.954 -0.053 -1.922
H -0.577 -1.952 -4.594
H -2.278 -1.518 -4.879
H -1.668 -1.724 -3.220
H -1.379 0.190 -6.196
H 0.230 0.709 -5.670
H -1.184 1.742 -5.382
H 0.435 2.215 -3.698
H 0.094 2.232 -1.948
H -1.164 2.695 -3.086
```

Summary:
HOMO level (spin up / spin down) = -0.1141 / -0.1200 hartree
relative energy (zero: lowest compared OMol25 entry of this formula, charge and spin) = 0.00 kcal/mol
E = -103263.1097 eV
expectation value of S² = 3.77
total charge = -1
gap between HOMO and LUMO (spin up / spin down) = 5.5 / 5.6 eV
spin multiplicity = 4
LUMO (spin up / spin down) = 2.372 / 2.371 eV

Entry 2:
Entry from the OMol25 dataset: 2 unconnected molecules or ions with the total composition C35H42O5 (ωB97M-V with the def2-TZVPD basis set).

Structure (XYZ):
```
82
C35H42O5 | the OMol25 dataset | ωB97M-V with the def2-TZVPD basis set
C -0.352 -0.033 -3.809
C -0.180 -0.126 -2.313
O 0.442 1.090 -1.848
C 1.312 1.053 -0.801
C 1.566 2.403 -0.329
C 2.309 2.735 0.866
O 3.140 3.666 0.844
C 2.127 2.014 2.185
C 3.213 0.952 2.395
C 4.677 1.448 2.399
C 5.544 0.901 1.253
C 6.102 1.958 0.279
C 5.992 1.563 -1.206
C 4.563 1.604 -1.765
C 4.051 3.017 -2.027
C 2.615 3.083 -2.568
C 1.556 3.380 -1.474
O 1.875 0.012 -0.432
H -0.927 -0.889 -4.167
H -0.871 0.888 -4.094
H 0.636 -0.072 -4.275
H -1.143 -0.220 -1.797
H 0.465 -0.955 -2.017
H 2.187 2.785 2.967
H 1.128 1.560 2.211
H 3.022 0.482 3.369
H 3.064 0.184 1.623
H 4.703 2.544 2.427
H 5.123 1.095 3.341
H 6.405 0.391 1.712
H 4.996 0.126 0.697
H 5.603 2.925 0.441
H 7.166 2.119 0.516
H 6.625 2.238 -1.800
H 6.366 0.540 -1.343
H 4.538 1.059 -2.723
H 3.872 1.054 -1.106
H 4.114 3.614 -1.107
H 4.739 3.487 -2.750
H 2.582 3.900 -3.300
H 2.355 2.160 -3.107
H 0.552 3.356 -1.919
H 1.759 4.371 -1.049
C 0.303 -6.913 -1.034
O 0.879 -6.052 -0.031
C 0.542 -4.742 0.028
C 1.221 -3.949 0.995
C 0.893 -2.629 1.174
C -0.215 -2.044 0.490
C -0.685 -0.724 0.773
C -2.068 -0.342 0.636
C -2.398 1.033 0.437
C -3.703 1.467 0.345
C -4.753 0.543 0.508
O -6.019 1.105 0.511
C -7.102 0.449 1.127
C -7.736 1.108 2.190
C -8.804 0.475 2.828
C -9.269 -0.761 2.368
C -8.691 -1.354 1.239
C -7.596 -0.752 0.608
C -4.477 -0.816 0.734
C -3.162 -1.263 0.706
C -0.852 -2.845 -0.500
C -0.470 -4.145 -0.767
H 0.908 -7.816 -0.959
H -0.743 -7.137 -0.786
H 0.378 -6.488 -2.043
H 1.990 -4.426 1.600
H 1.446 -2.017 1.884
H -0.006 -0.030 1.269
H -1.574 1.745 0.331
H -3.961 2.516 0.208
H -7.380 2.092 2.492
H -9.268 0.962 3.685
H -10.122 -1.240 2.856
H -9.081 -2.295 0.848
H -7.128 -1.198 -0.276
H -5.277 -1.523 0.941
H -2.964 -2.335 0.779
H -1.677 -2.400 -1.053
H -0.991 -4.718 -1.538
```

Summary:
HOMO level = -0.2077 hartree
E = -47210.0849 eV
gap between HOMO and LUMO = 2.9 eV
spin multiplicity = 1
LUMO = -2.755 eV

Entry 3:
Entry from the OMol25 dataset: a molecular structure, C35H43Cl5GdN2O4P (ωB97M-V with the def2-TZVPD basis set).

Structure (XYZ):
```
91
C35H43Cl5GdN2O4P | the OMol25 dataset | ωB97M-V with the def2-TZVPD basis set
Gd 1.202 0.672 0.521
Cl 1.386 0.028 4.101
C 2.975 -0.081 3.355
C 3.015 -0.043 1.981
C 4.265 -0.007 1.419
Cl 4.288 0.199 -0.335
C 5.449 -0.053 2.140
Cl 6.978 -0.011 1.340
C 5.367 -0.136 3.529
Cl 6.807 -0.225 4.475
C 4.114 -0.137 4.149
Cl 3.993 -0.198 5.869
C 0.698 -0.609 -4.825
C 0.680 -0.811 -3.312
C -0.478 -1.728 -2.915
P 0.618 0.738 -2.280
C 1.368 2.023 -3.383
C 2.884 1.794 -3.424
C 1.049 3.447 -2.922
C -1.141 1.180 -2.188
C -1.821 1.661 -3.312
C -3.158 2.013 -3.295
C -3.872 2.522 -4.525
C -3.817 1.884 -2.070
C -3.178 1.424 -0.937
C -1.815 1.041 -0.947
N -1.162 0.576 0.181
C -1.961 0.263 1.313
C -2.742 -0.905 1.329
C -2.819 -1.774 0.104
C -3.467 -1.250 2.467
C -3.457 -0.458 3.610
C -4.234 -0.843 4.846
C -2.710 0.711 3.569
C -1.973 1.088 2.448
C -1.223 2.396 2.471
H 0.723 -1.586 -5.317
H 1.567 -0.047 -5.169
H -0.205 -0.095 -5.170
H 1.608 -1.297 -3.004
H -1.421 -1.361 -3.325
H -0.594 -1.770 -1.834
H -0.307 -2.741 -3.293
H 0.962 1.882 -4.386
H 3.328 2.036 -2.455
H 3.349 2.439 -4.175
H 3.149 0.759 -3.662
H 1.350 3.600 -1.886
H -0.015 3.670 -2.997
H 1.593 4.163 -3.546
H -1.273 1.770 -4.246
H -3.177 2.647 -5.356
H -4.346 3.490 -4.340
H -4.657 1.834 -4.850
H -4.865 2.166 -2.003
H -3.729 1.359 -0.005
H -1.825 -1.947 -0.310
H -3.390 -1.296 -0.697
H -3.308 -2.728 0.330
H -4.070 -2.156 2.454
H -4.895 -1.689 4.651
H -4.849 -0.011 5.199
H -3.566 -1.121 5.664
H -2.709 1.367 4.438
H -1.699 3.093 3.162
H -1.192 2.853 1.484
H -0.196 2.270 2.819
C 2.183 5.084 0.975
O 2.361 3.940 1.843
C 1.978 2.764 1.409
O 1.418 2.727 0.261
H 2.855 5.847 1.353
H 1.154 5.432 1.031
H 2.423 4.844 -0.055
O 1.626 -1.643 -0.420
C 0.884 -2.169 0.426
O 0.423 -1.613 1.467
C 0.468 -3.641 0.272
N -0.467 -3.906 1.432
C 0.101 -5.006 2.270
C 1.594 -4.905 1.995
C 1.650 -4.591 0.494
H -0.037 -3.782 -0.679
H -1.433 -4.041 1.151
H -0.397 -2.946 1.896
H -0.302 -5.954 1.920
H -0.182 -4.856 3.308
H 2.113 -5.824 2.256
H 2.029 -4.089 2.575
H 1.528 -5.501 -0.095
H 2.579 -4.112 0.193
```

Summary:
HOMO level (spin up / spin down) = -0.2486 / -0.2502 hartree
relative energy (zero: lowest compared OMol25 entry of this formula, charge and spin) = 0.00 kcal/mol
E = -140900.2912 eV
expectation value of S² = 15.88
gap between HOMO and LUMO (spin up / spin down) = 6.5 / 6.6 eV
spin multiplicity = 8
LUMO (spin up / spin down) = -0.225 / -0.224 eV

Entry 4:
Entry from the OMol25 dataset: a molecular structure, C35H44As2ClFeN6O14 (ωB97M-V with the def2-TZVPD basis set).

Structure (XYZ):
```
103
C35H44As2ClFeN6O14 | the OMol25 dataset | ωB97M-V with the def2-TZVPD basis set
Fe -0.709 0.730 -1.206
N -1.587 2.371 0.578
C -2.780 2.232 1.419
C -3.181 0.776 1.740
C -2.979 -0.227 0.598
O -3.930 -0.899 0.210
O -1.768 -0.317 0.159
H -0.766 2.040 1.065
H -1.424 3.332 0.305
H -3.608 2.708 0.894
H -2.669 2.765 2.374
H -4.234 0.751 2.011
H -2.602 0.398 2.586
O 1.724 4.135 -1.738
C 1.273 2.995 -1.686
O 0.070 2.655 -1.463
C 2.252 1.836 -1.896
C 3.579 2.149 -2.263
C 4.478 1.144 -2.420
C 4.046 -0.194 -2.289
C 4.913 -1.292 -2.498
C 4.440 -2.569 -2.433
C 3.076 -2.802 -2.165
C 2.224 -1.763 -1.918
C 2.686 -0.425 -1.970
N 1.818 0.608 -1.720
H 3.833 3.192 -2.383
H 5.515 1.343 -2.665
H 5.954 -1.098 -2.733
H 5.103 -3.409 -2.601
H 2.705 -3.820 -2.161
H 1.172 -1.922 -1.742
C -3.573 0.802 -2.647
N -4.645 1.332 -3.494
C -4.069 1.673 -4.798
N -3.006 2.675 -4.685
C -1.953 2.137 -3.818
N -2.481 1.788 -2.479
C -3.046 3.011 -1.892
N -4.115 3.578 -2.722
C -5.156 2.555 -2.877
C -3.559 3.868 -4.049
H -3.159 -0.097 -3.101
H -3.980 0.540 -1.671
H -4.859 2.067 -5.443
H -3.655 0.769 -5.249
H -1.170 2.885 -3.691
H -1.519 1.255 -4.283
H -2.245 3.742 -1.776
H -3.461 2.770 -0.918
H -5.958 2.960 -3.500
H -5.558 2.310 -1.892
H -2.765 4.611 -3.943
H -4.350 4.278 -4.682
Cl -1.813 -2.085 -5.991
C -0.753 -2.236 -4.561
C -0.364 -0.837 -4.034
O 0.273 -0.088 -4.768
O -0.773 -0.618 -2.845
H 0.141 -2.770 -4.875
H -1.298 -2.786 -3.802
C 3.754 0.491 1.434
O 4.374 -0.794 1.593
C 3.823 -1.785 2.320
O 4.501 -2.744 2.580
C 2.378 -1.706 2.716
C 2.030 -2.032 3.965
As 0.192 -2.559 4.621
C 0.191 -1.746 6.416
C -0.352 -1.155 3.378
C -0.342 -1.780 2.169
As 1.196 -1.519 1.031
C 1.517 -3.453 0.737
C -1.319 -2.902 1.935
O -2.065 -3.353 2.766
O -1.321 -3.279 0.665
C -2.407 -4.115 0.253
C 0.265 0.178 3.477
O 0.670 0.851 2.554
O 0.284 0.657 4.732
C 0.717 2.012 4.883
C 2.986 -2.411 5.049
O 2.863 -3.476 5.597
O 3.932 -1.567 5.501
C 3.937 -0.182 5.160
H 4.565 1.180 1.216
H 3.231 0.812 2.334
H 3.041 0.494 0.614
H 0.388 -2.547 7.128
H -0.804 -1.344 6.598
H 0.928 -0.958 6.542
H 1.156 -4.032 1.586
H 2.593 -3.602 0.646
H 1.027 -3.794 -0.171
H -2.205 -4.375 -0.782
H -3.338 -3.555 0.320
H -2.465 -5.007 0.875
H 0.988 2.128 5.930
H -0.095 2.694 4.631
H 1.568 2.227 4.241
H 4.959 0.165 5.286
H 3.283 0.369 5.839
H 3.620 0.002 4.139
```

Summary:
HOMO level (spin up / spin down) = -0.2271 / -0.2092 hartree
relative energy (zero: lowest compared OMol25 entry of this formula, charge and spin) = 55.30 kcal/mol
E = -243204.2295 eV
expectation value of S² = 6.01
total charge = -1
gap between HOMO and LUMO (spin up / spin down) = 7.1 / 6.6 eV
spin multiplicity = 5
LUMO (spin up / spin down) = 0.885 / 0.883 eV

Entry 5:
Entry from the OMol25 dataset: 5 unconnected molecules or ions with the total composition C35H44BrIN6O5 (ωB97M-V with the def2-TZVPD basis set).

Structure (XYZ):
```
92
C35H44BrIN6O5 | the OMol25 dataset | ωB97M-V with the def2-TZVPD basis set
H -0.195 2.496 1.042
N -0.417 1.719 1.663
C 0.244 0.707 1.350
C 0.060 -0.531 2.176
C 1.211 0.751 0.184
C 0.904 -0.398 -0.819
O 2.010 -1.278 -0.999
C 1.782 -2.596 -0.586
C 0.865 -3.419 -1.506
C 1.573 -3.937 -2.726
O 2.231 -3.338 -3.435
Br 1.288 -5.853 -3.155
C 0.284 0.097 -2.131
C -1.148 0.521 -1.791
C -2.097 -0.650 -1.786
O -1.987 -1.579 -1.063
N -3.171 -0.558 -2.704
C -4.005 -1.769 -2.643
C -4.017 0.569 -2.213
O 0.882 1.238 -2.717
C 2.275 1.174 -2.964
C 2.693 0.047 -3.923
C 4.134 -0.392 -3.719
O 4.671 -0.485 -2.723
I 5.300 -0.927 -5.483
H 0.797 -1.297 1.965
H -0.907 -0.955 1.909
H 0.109 -0.264 3.222
H 2.256 0.625 0.471
H 1.137 1.711 -0.323
H 0.122 -0.986 -0.334
H 2.748 -3.098 -0.547
H 1.374 -2.651 0.425
H 0.519 -4.272 -0.934
H 0.017 -2.824 -1.836
H 0.238 -0.729 -2.848
H -1.204 0.992 -0.810
H -1.475 1.254 -2.517
H -4.551 -1.775 -1.701
H -4.727 -1.731 -3.456
H -3.432 -2.676 -2.784
H -4.094 0.524 -1.118
H -5.028 0.498 -2.592
H -3.539 1.515 -2.443
H 2.894 1.145 -2.067
H 2.528 2.111 -3.450
H 2.635 0.347 -4.964
H 2.107 -0.866 -3.838
C 7.526 1.447 0.666
C 6.746 0.808 -0.283
C 6.018 1.588 -1.169
N 6.022 2.924 -1.156
C 6.776 3.520 -0.233
C 7.545 2.833 0.695
H 8.112 0.874 1.374
H 6.703 -0.271 -0.341
H 5.406 1.131 -1.929
H 6.758 4.604 -0.245
H 8.141 3.371 1.420
C -2.351 4.466 4.539
C -2.555 3.812 3.335
C -3.760 4.013 2.679
N -4.737 4.795 3.140
C -4.521 5.413 4.300
C -3.352 5.285 5.035
H -1.424 4.338 5.083
H -1.799 3.162 2.913
H -3.964 3.524 1.732
H -5.333 6.040 4.652
H -3.232 5.813 5.972
C 3.852 1.546 5.322
C 2.921 0.635 5.792
C 2.471 -0.347 4.925
N 2.878 -0.468 3.662
C 3.773 0.419 3.228
C 4.290 1.439 4.013
H 4.230 2.330 5.967
H 2.552 0.684 6.807
H 1.742 -1.083 5.251
H 4.086 0.301 2.195
H 5.014 2.130 3.607
C -8.237 -5.250 -2.300
C -6.879 -5.299 -2.569
C -6.052 -4.377 -1.947
N -6.490 -3.442 -1.105
C -7.799 -3.410 -0.859
C -8.711 -4.287 -1.426
H -8.916 -5.954 -2.765
H -6.469 -6.036 -3.246
H -4.983 -4.379 -2.125
H -8.125 -2.637 -0.172
H -9.764 -4.215 -1.189
```

Summary:
HOMO level = -0.3474 hartree
E = -134327.7389 eV
gap between HOMO and LUMO = 10.0 eV
SMILES = [H]/N=C(/C)C[C@H](OCCC(=O)Br)[C@@H](CC(=O)N(C)C)OCCC(=O)I.c1ccncc1.c1ccncc1.c1ccncc1.c1ccncc1
spin multiplicity = 1
LUMO = 0.539 eV